DFT (ωB97M-V/def2-TZVPD) results for a cluster of 11 separate species, C37H68Cl22N3O3 in total in a non-equilibrium geometry.

As for the expectation value of S²: 3.7662. The value obtained for the lowest unoccupied orbital energy (spin up / spin down) is 0.0 / -0.8 eV. Its frontier orbital gap (spin up / spin down) is 8.82 / 8.84 eV. As for the spin multiplicity: 4. As for the total energy: -11964.38797 Eh.

Last columns: bonded neighbours and bond lengths (Å).
Atoms and positions in Å:
1 C 5.24152 -0.47477 5.76903  C2 1.565, H12 1.090, H13 1.090, H14 1.090
2 C 3.86729 -0.70790 6.48100  C1 1.565, C3 1.592, N7 1.475, C11 1.540
3 C 3.86341 0.50987 7.50646  C2 1.592, C4 1.508, H15 1.090, H16 1.090
4 C 2.49576 0.78116 8.08120  C3 1.508, C5 1.557, H17 1.090, H18 1.090
5 C 1.35767 0.85854 7.02176  C4 1.557, C6 1.534, H19 1.090, H20 1.090
6 C 1.37782 -0.32959 6.05234  C5 1.534, N7 1.538, C9 1.551, C10 1.551
7 N 2.78813 -0.56365 5.48623  C2 1.475, C6 1.538, O8 1.534
8 O 2.81861 -1.66386 4.41757  N7 1.534
9 C 0.77560 -1.55914 6.78219  C6 1.551, H21 1.090, H22 1.090, H23 1.090
10 C 0.32738 0.09996 4.99476  C6 1.551, H24 1.090, H25 1.090, H26 1.090
11 C 3.93521 -1.97104 7.36002  C2 1.540, H27 1.090, H28 1.090, H29 1.090
12 H 6.08860 -0.40770 6.45171  C1 1.090
13 H 5.39548 0.46151 5.23256  C1 1.090
14 H 5.47906 -1.23420 5.02409  C1 1.090
15 H 4.43119 0.18703 8.37912  C3 1.090
16 H 4.26261 1.48153 7.21560  C3 1.090
17 H 2.37237 1.63137 8.75203  C4 1.090
18 H 2.31918 -0.06950 8.73946  C4 1.090
19 H 1.42648 1.87741 6.64063  C5 1.090
20 H 0.43312 0.87935 7.59871  C5 1.090
21 H 1.14260 -1.68244 7.80111  C9 1.090
22 H -0.31158 -1.55315 6.70402  C9 1.090
23 H 1.08429 -2.39954 6.16047  C9 1.090
24 H -0.63691 0.33213 5.44680  C10 1.090
25 H 0.65005 1.00327 4.47706  C10 1.090
26 H 0.40923 -0.67409 4.23170  C10 1.090
27 H 4.83376 -2.00216 7.97624  C11 1.090
28 H 3.96138 -2.88889 6.77268  C11 1.090
29 H 3.17889 -2.13601 8.12740  C11 1.090
30 C 1.03672 2.59134 -1.38209  C31 1.552, H41 1.090, H42 1.090, H43 1.090
31 C -0.06559 2.22115 -2.40987  C30 1.552, C32 1.537, N36 1.509, C40 1.560
32 C -0.23077 3.37568 -3.41041  C31 1.537, C33 1.517, H44 1.090, H45 1.090
33 C 0.73412 3.36828 -4.58133  C32 1.517, C34 1.487, H46 1.090, H47 1.090
34 C 0.68349 2.09335 -5.34590  C33 1.487, C35 1.580, H48 1.090, H49 1.090
35 C 0.98749 0.85184 -4.41721  C34 1.580, N36 1.509, C38 1.551, C39 1.559
36 N 0.23521 0.91968 -3.11080  C31 1.509, C35 1.509, O37 1.468
37 O 0.37225 -0.24117 -2.22216  N36 1.468
38 C 0.52777 -0.37700 -5.24425  C35 1.551, H50 1.090, H51 1.090, H52 1.090
39 C 2.52830 0.68837 -4.24269  C35 1.559, H53 1.090, H54 1.090, H55 1.090
40 C -1.42450 2.00070 -1.67589  C31 1.560, H56 1.090, H57 1.090, H58 1.090
41 H 2.00892 2.88885 -1.77503  C30 1.090
42 H 1.22201 1.80997 -0.64503  C30 1.090
43 H 0.78313 3.42448 -0.72660  C30 1.090
44 H -1.23817 3.38078 -3.82660  C32 1.090
45 H 0.00293 4.36469 -3.01626  C32 1.090
46 H 1.75635 3.59477 -4.27827  C33 1.090
47 H 0.48826 4.19039 -5.25349  C33 1.090
48 H 1.31211 2.19941 -6.23003  C34 1.090
49 H -0.36273 1.92823 -5.60333  C34 1.090
50 H 1.10305 -1.26010 -4.96621  C38 1.090
51 H -0.54476 -0.50706 -5.09980  C38 1.090
52 H 0.60239 -0.36564 -6.33164  C38 1.090
53 H 3.01557 0.73351 -5.21667  C39 1.090
54 H 2.79907 1.52971 -3.60477  C39 1.090
55 H 2.84017 -0.26077 -3.80684  C39 1.090
56 H -1.73871 2.95139 -1.24512  C40 1.090
57 H -1.42601 1.20695 -0.92886  C40 1.090
58 H -2.28298 1.81726 -2.32201  C40 1.090
59 C -4.55160 -6.73535 0.14614  C60 1.535, H70 1.090, H71 1.090, H72 1.090
60 C -4.50422 -5.83717 1.38971  C59 1.535, C61 1.550, N65 1.499, C69 1.511
61 C -4.27447 -4.35036 1.01715  C60 1.550, C62 1.517, H73 1.090, H74 1.090
62 C -5.52933 -3.66861 0.50414  C61 1.517, C63 1.579, H75 1.090, H76 1.090
63 C -6.73228 -3.80785 1.51743  C62 1.579, C64 1.529, H77 1.090, H78 1.090
64 C -7.01602 -5.27107 1.85811  C63 1.529, N65 1.518, C67 1.520, C68 1.594
65 N -5.69734 -5.88141 2.29667  C60 1.499, C64 1.518, O66 1.410
66 O -5.87376 -7.10091 2.98121  N65 1.410
67 C -8.02804 -5.23814 2.99143  C64 1.520, H79 1.090, H80 1.090, H81 1.090
68 C -7.80202 -5.86014 0.60237  C64 1.594, H82 1.090, H83 1.090, H84 1.090
69 C -3.27708 -6.25527 2.16611  C60 1.511, H85 1.090, H86 1.090, H87 1.090
70 H -3.58798 -7.07982 -0.22920  C59 1.090
71 H -5.09380 -6.27841 -0.68170  C59 1.090
72 H -5.03057 -7.67984 0.40425  C59 1.090
73 H -3.66983 -3.80464 1.74152  C61 1.090
74 H -3.58113 -4.35884 0.17614  C61 1.090
75 H -5.83610 -4.11143 -0.44344  C62 1.090
76 H -5.34602 -2.62239 0.25938  C62 1.090
77 H -7.63690 -3.35951 1.10660  C63 1.090
78 H -6.38570 -3.29213 2.41297  C63 1.090
79 H -7.55736 -4.93994 3.92826  C67 1.090
80 H -8.84462 -4.54158 2.80141  C67 1.090
81 H -8.42879 -6.20259 3.30341  C67 1.090
82 H -8.16845 -6.87627 0.74841  C68 1.090
83 H -8.69392 -5.30659 0.30875  C68 1.090
84 H -7.21176 -5.79496 -0.31166  C68 1.090
85 H -2.31488 -6.01397 1.71442  C69 1.090
86 H -3.28417 -7.30615 2.45545  C69 1.090
87 H -3.34617 -5.71157 3.10830  C69 1.090
88 Cl 2.11441 -7.85404 -0.84562  C89 1.785
89 C 2.15471 -6.07774 -1.01719  Cl88 1.785, C90 1.515, H92 1.090, H93 1.090
90 C 3.45724 -5.62228 -1.64189  C89 1.515, Cl91 1.745, H94 1.090, H95 1.090
91 Cl 3.64261 -6.21807 -3.27167  C90 1.745
92 H 2.15912 -5.55806 -0.05907  C89 1.090
93 H 1.26040 -5.71069 -1.52076  C89 1.090
94 H 4.31882 -6.02724 -1.11106  C90 1.090
95 H 3.61926 -4.54541 -1.68901  C90 1.090
96 Cl -4.05756 9.96133 1.32942  C97 1.782
97 C -3.60406 8.77970 2.58428  Cl96 1.782, C98 1.558, H100 1.090, H101 1.090
98 C -3.14079 7.40455 2.01768  C97 1.558, Cl99 1.760, H102 1.090, H103 1.090
99 Cl -2.50878 6.48008 3.37487  C98 1.760
100 H -4.53450 8.74335 3.15091  C97 1.090
101 H -2.93789 9.27417 3.29126  C97 1.090
102 H -2.26402 7.49422 1.37632  C98 1.090
103 H -3.96301 6.87252 1.53915  C98 1.090
104 C -2.75997 -5.26322 -9.19134  Cl105 1.770, Cl106 1.733, Cl107 1.792, H108 1.090
105 Cl -3.99384 -6.08231 -8.22220  C104 1.770
106 Cl -1.16392 -5.71633 -8.69104  C104 1.733
107 Cl -2.91045 -3.47783 -9.19884  C104 1.792
108 H -2.89298 -5.59672 -10.22050  C104 1.090
109 C 0.87942 9.81959 -4.66834  Cl110 1.815, Cl111 1.771, Cl112 1.790, H113 1.090
110 Cl 2.58111 9.41852 -5.15683  C109 1.815
111 Cl 0.47956 11.51764 -4.97133  C109 1.771
112 Cl 0.61389 9.58639 -2.91346  C109 1.790
113 H 0.13220 9.21351 -5.18061  C109 1.090
114 C 8.11987 4.84012 -6.21122  Cl115 1.825, Cl116 1.802, Cl117 1.826, H118 1.090
115 Cl 9.34774 5.36454 -7.45565  C114 1.825
116 Cl 8.32189 3.09940 -5.79254  C114 1.802
117 Cl 6.43727 5.14796 -6.84955  C114 1.826
118 H 8.36887 5.31008 -5.25979  C114 1.090
119 C -4.16508 3.97162 -8.73322  Cl120 1.866, Cl121 1.763, Cl122 1.725, H123 1.090
120 Cl -3.17323 5.48231 -8.26832  C119 1.866
121 Cl -4.80162 3.08113 -7.35112  C119 1.763
122 Cl -3.24236 2.97343 -9.79458  C119 1.725
123 H -4.95694 4.31745 -9.39765  C119 1.090
124 C 8.29225 -0.89688 -0.79078  Cl125 1.767, Cl126 1.828, Cl127 1.750, H128 1.090
125 Cl 6.88529 0.15098 -0.57989  C124 1.767
126 Cl 9.70361 0.16458 -1.26116  C124 1.828
127 Cl 8.01412 -2.15103 -1.97889  C124 1.750
128 H 8.53170 -1.36175 0.16560  C124 1.090
129 C 5.70017 7.29500 2.26627  Cl130 1.837, Cl131 1.773, Cl132 1.750, H133 1.090
130 Cl 4.01858 7.91974 2.66129  C129 1.837
131 Cl 5.65439 6.34392 0.77011  C129 1.773
132 Cl 6.23942 6.27655 3.58369  C129 1.750
133 H 6.23408 8.23759 2.14572  C129 1.090

Löwdin population analysis, charges in e, atoms 1 to 4: number 1, C, carries -0.05; number 2, C, carries -0.46; number 3, C, carries -0.15; number 4, C, carries -0.20